C4H5NO | the ωB97M-V functional and the def2-TZVPD basis

Computed properties:
Relative energy (zero: lowest compared OMol25 entry of this formula, charge and spin)   585.4 kJ/mol
Frontier orbital gap (alpha / beta)   8.35 / 9.25 eV

```
! wB97M-V def2-TZVPD RIJCOSX def2/J DEFGRID3
* xyz 0 1
O -2.755 -0.160 -1.721
N -1.707 -0.263 -1.060
C -0.125 -0.295 0.526
C 0.228 0.782 -1.684
C 0.702 0.513 -0.485
C -1.453 -0.542 0.151
H 0.439 -1.219 0.649
H -0.018 0.291 1.482
H -2.026 -1.185 0.791
H 1.596 1.080 -0.241
H 0.656 1.372 -2.412
*
```

***

C4H5NO | the ωB97M-V functional and the def2-TZVPD basis

Computed properties:
Relative energy (zero: lowest compared OMol25 entry of this formula, charge and spin)   410.0 kJ/mol
SMILES   [O-][N+]1=CCC=C1
Frontier orbital gap   9.50 eV

```
! wB97M-V def2-TZVPD RIJCOSX def2/J DEFGRID3
* xyz 0 1
O -0.181 2.381 -0.776
N -0.025 1.176 -0.488
C 0.055 -0.542 1.057
C -0.073 0.152 -1.257
C 0.131 0.750 0.890
C -0.048 -1.285 -0.170
H -0.539 0.292 -2.257
H 0.130 -0.857 2.057
H 0.973 -1.642 -0.238
H -0.840 -1.885 -0.373
H 0.415 1.461 1.554
*
```

***

C4H5NO | the ωB97M-V functional and the def2-TZVPD basis

Computed properties:
Relative energy (zero: lowest compared OMol25 entry of this formula, charge and spin)   425.9 kJ/mol
Frontier orbital gap   10.04 eV

```
! wB97M-V def2-TZVPD RIJCOSX def2/J DEFGRID3
* xyz 0 1
O -0.265 0.736 0.255
N -1.962 -0.733 -0.186
C -1.563 0.407 0.189
C 2.031 0.230 0.008
C 0.636 -0.305 -0.116
C 2.503 1.444 -0.056
H 0.483 -1.175 0.529
H -2.978 -0.777 -0.164
H -2.170 1.259 0.504
H 0.426 -0.620 -1.144
H 2.859 -0.466 0.183
*
```

***

C4H5NO | the ωB97M-V functional and the def2-TZVPD basis

Computed properties:
Relative energy (zero: lowest compared OMol25 entry of this formula, charge and spin)   302.6 kJ/mol
Frontier orbital gap (alpha / beta)   7.32 / 8.85 eV

```
! wB97M-V def2-TZVPD RIJCOSX def2/J DEFGRID3
* xyz 0 3
O -1.085 1.695 -0.165
N -1.172 0.388 -0.736
C 0.618 -1.071 -0.096
C -0.925 0.604 0.660
C 0.146 -0.060 -1.096
C 0.491 0.115 0.820
H 1.300 0.733 1.155
H -1.700 0.436 1.402
H 1.630 -1.426 -0.258
H -0.059 -1.899 0.103
H 0.757 0.486 -1.788
*
```